# 1
138
Properties=species:S:1:pos:R:3:forces:R:3 method="wB97M-V/def2-TZVPD" orbital_gap_ev=9.77 total_energy_ha=-4345.0235 homo_ev=-10.437 e_above_lowest_kcal_mol=48.40
C 4.27175 5.54776 -3.15110 -1.147 -0.650 -0.936
C 4.95122 4.39009 -2.42759 0.547 1.101 -0.680
C 5.11648 4.61640 -0.92524 0.501 0.556 -1.578
O 4.38162 3.57016 -0.36271 -1.135 -0.224 1.799
C 3.82242 2.74099 -1.28105 2.844 0.399 -0.912
O 3.35167 1.67820 -1.05361 -0.836 0.145 0.245
O 4.22954 3.16638 -2.50123 -0.839 -0.157 -0.464
H 3.22206 5.59300 -2.86095 0.054 0.631 0.815
H 4.09122 5.39955 -4.21578 0.641 -0.698 -0.253
H 4.80786 6.49677 -3.15849 -0.037 -0.061 0.788
H 5.95159 4.28834 -2.84830 -0.146 -0.629 -0.286
H 4.76057 5.62787 -0.72941 -0.269 -0.259 0.792
H 6.18484 4.53740 -0.72409 -0.192 -0.118 0.721
C 1.79501 -4.97166 -2.66704 0.145 0.388 1.072
C 3.15955 -4.95642 -3.33094 -1.616 -0.030 0.104
C 3.96511 -3.68015 -3.26885 -1.137 1.320 -1.327
O 5.27411 -4.09896 -3.09974 2.020 0.923 -0.083
C 5.31286 -5.37753 -2.86047 4.072 -4.162 2.219
O 6.31593 -6.10176 -2.62216 -3.249 3.136 -1.211
O 4.09039 -5.85634 -2.74575 -1.567 -1.379 -0.522
H 1.95123 -4.88055 -1.59215 -0.310 0.038 0.175
H 1.16602 -5.83669 -2.87722 0.542 -0.368 -0.061
H 1.18773 -4.13059 -3.00162 0.284 0.318 0.029
H 2.83855 -5.21316 -4.34047 1.248 -0.377 -0.591
H 3.68042 -2.95064 -2.51066 -0.062 -0.220 0.215
H 3.96502 -3.20588 -4.25027 -0.350 0.413 0.096
C -1.19093 0.12443 1.02714 -1.183 -0.800 2.028
C -0.19956 0.33697 -0.01312 -0.566 1.333 -1.247
C 1.16189 -0.17948 0.28136 1.482 0.969 3.078
O 1.49875 -1.10280 -0.66731 0.279 -1.348 -3.163
C 0.50716 -1.16592 -1.57127 -2.463 -1.878 -0.043
O 0.32969 -1.94214 -2.48436 1.640 0.829 0.442
O -0.55479 -0.44270 -1.15015 0.386 0.364 -0.940
H -2.14387 0.64897 0.95755 0.169 0.204 -0.514
H -0.75648 0.40060 1.98792 0.034 0.040 0.163
H -1.44138 -0.93423 1.09512 0.122 -0.149 0.075
H -0.24879 1.39332 -0.27729 0.537 0.071 -0.312
H 1.18260 -0.72573 1.22437 -0.156 0.135 0.268
H 1.96126 0.56052 0.32027 -0.359 0.271 -0.006
C -8.19104 -1.24983 -0.29659 -0.703 0.963 1.329
C -6.86670 -1.08481 0.41706 0.197 -1.913 -1.294
C -5.69118 -0.70542 -0.43923 0.246 0.479 -0.615
O -4.93732 0.14461 0.44215 1.142 -0.485 -0.759
C -5.70360 0.47937 1.46217 4.091 3.806 3.517
O -5.28745 1.26138 2.36605 -1.473 -2.328 -2.788
O -6.82754 -0.09295 1.41813 -3.656 -0.651 0.935
H -8.39325 -0.40806 -0.95888 0.040 -0.344 -0.395
H -8.93238 -1.16710 0.49818 -0.244 0.089 0.095
H -8.40112 -2.24508 -0.68833 0.607 0.221 -0.446
H -6.62453 -2.05522 0.85038 -0.054 0.107 0.662
H -5.92560 -0.08520 -1.30437 -0.187 -0.210 -0.144
H -5.13947 -1.59650 -0.73871 0.310 0.310 0.031
C 1.60052 6.21004 3.20747 1.321 2.365 0.962
C 2.23915 5.29733 2.22017 -1.212 0.389 1.203
C 2.23923 3.86572 2.69225 1.709 -0.624 -0.096
O 1.48747 3.17111 1.72007 -0.627 -0.102 -0.903
C 1.06256 4.04574 0.75875 -1.916 0.554 -1.556
O 0.42962 3.78842 -0.25374 1.865 0.018 2.446
O 1.33742 5.33157 1.15134 -0.267 -1.959 -1.986
H 2.37310 6.57549 3.88397 0.108 0.024 0.318
H 0.76648 5.94190 3.85599 -0.072 -0.800 -0.600
H 1.32721 7.10011 2.64074 -0.276 0.098 0.146
H 3.21004 5.63499 1.85760 0.042 0.084 0.259
H 1.92265 3.69621 3.72140 -0.722 0.102 -0.223
H 3.26438 3.49675 2.66008 0.102 -0.289 -0.105
C -2.42738 4.37279 -2.56387 0.950 -0.691 -1.399
C -2.91903 3.09925 -3.37644 0.255 0.927 1.343
C -3.27709 1.92518 -2.50285 -0.207 0.125 1.435
O -4.67112 1.62927 -2.82655 0.575 -0.807 0.324
C -5.09868 2.44357 -3.78095 -2.879 1.112 -3.115
O -6.17440 2.34292 -4.45917 5.001 0.507 3.472
O -4.15143 3.45898 -3.92965 -2.526 -0.782 -1.433
H -1.33812 4.41089 -2.57657 0.137 -0.280 0.387
H -2.77014 4.47220 -1.53395 -0.159 -0.488 -0.110
H -2.68042 5.29964 -3.07868 -0.439 -0.230 -0.261
H -2.28301 2.63597 -4.13074 0.462 1.147 -0.445
H -3.15944 2.26823 -1.47496 -0.689 -0.414 0.305
H -2.62658 1.05707 -2.60917 -0.425 -0.172 -0.357
O -2.51055 5.17417 0.84423 0.248 -1.248 0.700
C -2.54462 4.39411 1.76606 -0.533 2.345 -0.869
O -2.01593 3.19850 1.84477 1.566 -1.191 -1.886
C -2.20649 2.63914 3.10339 -0.005 -1.371 0.801
C -3.21888 3.51919 3.70103 -2.143 -0.850 0.673
O -3.14825 4.66891 2.91668 -0.251 2.045 0.869
H -2.67482 1.66202 2.98503 0.580 -0.197 0.044
H -1.30287 2.63087 3.71290 0.394 -0.243 -0.436
H -3.11760 3.60921 4.78257 0.161 0.818 -0.168
H -4.20150 3.09394 3.49684 -0.168 -0.088 0.297
O 0.00644 -2.49660 -9.24381 0.894 -1.258 3.319
C 0.32989 -2.91241 -8.11708 -1.874 0.418 -5.716
O 0.01058 -4.08685 -7.62654 -2.025 -1.428 -0.232
C 0.44670 -4.19787 -6.29501 0.674 -0.043 0.413
C 0.96270 -2.77462 -6.00160 -0.789 -2.011 1.144
O 1.10358 -2.30685 -7.30400 2.681 3.493 1.465
H -0.32900 -4.51170 -5.59651 -0.093 -0.132 -0.346
H 1.26031 -4.92093 -6.35256 0.039 -0.116 0.543
H 1.86416 -2.91683 -5.40558 0.314 0.873 -0.459
H 0.22153 -2.20118 -5.44490 0.162 0.231 -0.047
O 3.40219 -3.81216 0.69560 0.513 1.934 0.424
C 3.93098 -2.73180 0.73993 -0.364 0.108 0.034
O 3.57048 -1.61486 1.50174 -0.573 -1.354 -0.193
C 4.59404 -0.63842 1.37108 -1.154 0.436 0.681
C 5.22945 -0.95977 0.07889 0.966 0.064 0.494
O 5.01216 -2.38550 0.00785 0.517 0.358 -0.680
H 4.20277 0.37885 1.38389 -0.388 -0.091 0.078
H 5.27374 -0.75418 2.21530 0.201 -0.076 -0.101
H 6.24478 -0.64455 0.31937 0.626 -0.858 -1.040
H 4.88654 -0.39955 -0.79097 -0.394 -0.457 0.002
O -5.61484 -3.57454 4.05393 4.243 2.166 1.000
C -4.56840 -2.89397 4.15256 -3.199 -2.412 0.049
O -4.34443 -1.83391 3.39190 0.315 0.096 -0.896
C -2.92777 -1.56838 3.47177 -0.410 1.679 1.216
C -2.74068 -1.91307 4.98963 2.227 1.640 -2.030
O -3.48054 -3.04910 5.00352 -3.015 -2.676 0.543
H -2.41425 -2.19904 2.74604 0.184 -0.065 0.536
H -2.82047 -0.51209 3.22512 0.159 -0.130 0.023
H -3.07885 -1.14926 5.68988 -0.563 0.215 -0.235
H -1.69841 -2.08539 5.25810 -0.038 -0.489 -0.222
O -2.68228 -6.13736 3.53418 0.521 0.963 -1.761
C -2.17617 -5.65819 2.54534 -0.606 -0.577 2.313
O -2.41634 -4.41113 2.06149 -0.147 -0.097 0.448
C -1.70937 -4.24367 0.84043 -1.263 0.602 -0.533
C -0.72831 -5.36730 0.83577 0.599 0.491 0.024
O -1.22285 -6.27058 1.83749 0.363 -0.018 -1.108
H -2.44758 -4.29981 0.04043 -0.013 -0.122 -0.157
H -1.25189 -3.25710 0.76636 0.070 -0.025 0.343
H 0.21698 -4.92963 1.15663 0.353 -0.671 -0.018
H -0.67296 -5.77867 -0.17211 0.224 -0.566 0.394
O 0.53170 -1.87353 3.70016 0.200 1.165 -0.283
C 1.48044 -1.19949 3.99310 -0.215 -1.826 0.479
O 1.53101 0.12016 4.17227 -2.138 0.425 -1.857
C 2.68456 0.49627 4.76225 3.655 0.130 2.395
C 3.65715 -0.76790 4.71721 -2.065 0.014 0.732
O 2.64393 -1.74708 4.32985 1.836 -0.340 -0.289
H 3.20162 1.37533 4.37758 -0.528 0.020 -0.678
H 2.45861 0.72931 5.80280 0.116 0.023 0.193
H 4.02500 -1.12832 5.67788 -0.320 0.438 0.265
H 4.57074 -0.70578 4.12594 -0.682 -0.096 -0.827

---

# 2
115
Properties=species:S:1:pos:R:3:forces:R:3 method="wB97M-V/def2-TZVPD" orbital_gap_ev="7.10 / 7.04" total_charge=+1 total_energy_ha=-5693.9719 multiplicity=6 homo_ev="-10.390 / -10.390"
Mn 3.19071 1.04416 0.10242 -0.602 0.508 0.698
C -0.64240 1.09754 -1.69364 0.724 -1.745 1.218
F -0.96691 1.27949 -0.44232 -0.414 0.833 1.032
F -1.67887 0.63168 -2.32417 -0.306 0.031 -1.166
F -0.17932 2.21560 -2.19532 -0.190 0.711 -0.682
S 0.73104 -0.20249 -1.71573 1.216 0.560 -0.749
O 0.19522 -1.47939 -2.05337 -0.198 -0.008 0.619
O 1.63532 0.36864 -2.68347 0.592 0.161 0.624
N 1.44915 -0.11250 -0.15383 -2.187 -1.204 -2.838
S 0.57635 -1.03881 0.85561 -0.029 0.484 2.901
O 0.85972 -0.54606 2.17028 0.755 0.005 -0.215
O -0.81062 -1.21783 0.57257 0.574 -0.151 -1.120
C 1.32233 -2.75231 0.81243 -0.976 -0.484 0.600
F 0.71309 -3.41844 -0.16843 0.827 -0.116 0.059
F 2.65182 -2.80628 0.72086 -0.290 0.212 -0.595
F 0.99663 -3.35903 1.97379 0.062 0.617 -0.424
O 4.41462 -0.29517 1.24438 0.161 -0.766 0.360
H 4.84436 -0.94907 0.67170 -0.059 0.103 0.259
H 4.17113 -0.81803 2.06876 -0.215 0.357 -0.417
O 2.12491 -5.76952 -2.15652 -0.173 -0.005 0.033
H 1.66587 -5.14740 -1.58161 -0.018 -0.095 -0.032
H 1.61906 -6.59002 -2.08095 0.164 0.141 0.005
O -3.11429 -2.59319 -2.83273 0.590 0.134 -0.442
H -2.60003 -2.02636 -3.46267 -0.525 -0.577 0.662
H -3.54506 -1.96894 -2.24034 0.250 -0.114 -0.035
O -2.74279 4.07077 -3.10450 0.317 -0.551 -0.872
H -3.26413 4.71153 -3.61423 -0.091 -0.546 0.023
H -2.21232 3.57995 -3.78977 -0.427 0.576 0.840
O 1.51642 4.74575 -3.63581 0.158 -0.462 0.126
H 1.17745 4.14095 -4.31830 0.134 0.202 -0.192
H 2.34180 5.08525 -4.00520 -0.242 0.020 -0.036
O 2.44649 2.22323 1.72013 1.592 -0.963 -0.500
H 1.56518 2.08802 2.15998 0.179 0.651 -0.016
H 2.84391 2.96185 2.20465 -0.338 -0.198 -0.172
O 2.58394 0.33005 4.65113 0.092 -0.422 -0.068
H 3.42936 0.72219 4.40901 -0.085 -0.048 0.051
H 2.62806 -0.59994 4.31838 0.055 0.834 0.008
O 2.42664 2.63882 -1.17736 0.338 0.600 -0.445
H 2.90522 3.47790 -1.28620 -0.347 -0.147 0.108
H 1.79430 2.62435 -1.91953 0.317 -0.060 0.192
O 4.48404 0.59331 -1.55959 0.578 -0.155 -0.658
H 4.20139 0.77854 -2.47427 -0.216 -0.057 0.430
H 5.35463 0.17294 -1.64277 -0.230 0.176 0.123
C 2.07170 -7.07061 2.29137 -0.820 -0.122 -0.205
O 2.21462 -8.20999 1.88497 0.316 0.792 0.391
N 0.93126 -6.31579 2.01450 1.052 -0.120 0.464
N 2.98265 -6.38096 3.09542 -0.493 -0.673 -1.216
H 0.98890 -5.32347 2.14846 -0.315 -0.122 -0.075
H 0.24825 -6.67542 1.37618 0.055 -0.177 -0.056
H 3.79140 -6.89056 3.39576 -0.048 -0.007 0.226
H 2.67752 -5.54652 3.54646 0.098 0.115 0.458
C -0.43439 0.08444 6.43903 -0.352 -0.775 0.177
O -1.43090 0.03935 7.17569 1.661 0.034 -1.453
N 0.83270 -0.39929 6.86147 -1.114 0.449 -0.258
N -0.43872 0.47459 5.08729 -0.325 -0.046 2.291
H 0.93650 -0.66878 7.82532 -0.214 0.352 0.008
H 1.65228 -0.10610 6.35569 -0.032 0.057 0.018
H -1.27290 0.28860 4.54590 0.194 0.128 0.031
H 0.44744 0.70833 4.69194 0.152 -0.248 -0.536
C -1.04591 -2.17388 -5.42325 -0.349 -2.037 -0.117
O -1.74608 -1.32082 -4.86041 0.481 0.382 -0.519
N -1.34962 -2.66684 -6.67126 0.165 0.960 1.304
N -0.01734 -2.82045 -4.78001 -0.603 1.812 0.122
H -2.15856 -2.26707 -7.10973 0.085 -0.139 -0.313
H -0.68555 -3.23555 -7.15125 -0.027 -0.122 -0.404
H 0.28469 -3.73535 -5.03751 0.111 -0.253 -0.020
H 0.14599 -2.44295 -3.84853 0.081 -0.601 -0.260
C -4.94143 0.24938 -1.43990 -0.369 -0.259 0.302
O -5.84929 -0.17141 -0.72013 1.146 0.171 -0.442
N -4.05562 1.24022 -1.03763 -0.652 -0.748 -0.326
N -4.67451 -0.31124 -2.68470 -0.683 1.084 1.750
H -3.60563 1.81536 -1.72015 0.099 0.257 -0.016
H -4.11862 1.56376 -0.09106 -0.291 0.176 -0.017
H -4.02997 0.14706 -3.29037 0.197 -0.375 -0.488
H -5.18929 -1.14766 -2.89712 -0.063 0.225 -0.549
C 4.19102 -2.81287 3.96370 -0.575 0.514 0.681
O 3.51013 -1.87229 3.44809 1.359 -1.776 0.005
N 4.76760 -3.83003 3.23935 -0.682 1.715 0.525
N 4.32698 -2.88061 5.33112 -0.099 0.285 -1.863
H 4.37739 -4.00598 2.33323 0.270 -0.222 -0.196
H 5.47045 -4.40736 3.65157 0.002 -0.399 -0.088
H 4.91801 -3.56485 5.75858 -0.064 -0.072 0.315
H 3.89746 -2.13398 5.84838 0.169 -0.014 0.266
C -0.33931 2.34606 -5.73207 1.254 -0.914 -0.632
O 0.65184 3.04503 -6.04809 -2.125 -0.744 1.183
N -0.22498 0.96561 -5.60517 -0.876 2.978 -0.109
N -1.61437 2.88843 -5.48245 1.602 0.584 0.148
H 0.72164 0.64966 -5.68937 -0.114 -0.579 -0.054
H -1.06493 0.42061 -5.46364 0.557 -0.646 0.167
H -2.48173 2.39011 -5.44299 0.010 -0.396 -0.337
H -1.63653 3.89056 -5.62005 -0.162 -0.245 -0.427
C -3.56022 -0.74761 2.73101 0.164 1.336 -0.862
O -2.47809 -0.40210 3.25774 -1.797 -0.878 -0.680
N -4.79838 -0.53482 3.34119 1.293 -0.306 -0.176
N -3.61965 -1.20940 1.41124 0.191 0.437 2.386
H -5.66151 -0.53545 2.83402 -0.021 -0.181 -0.308
H -4.81211 -0.03888 4.21598 0.264 -0.126 0.037
H -4.52609 -1.27590 0.99026 0.009 -0.081 -0.550
H -2.74048 -1.20672 0.91128 -0.480 -0.120 -0.020
C -0.62527 3.26710 2.72762 0.121 -0.508 -1.336
O 0.63075 3.30982 2.67290 -2.727 0.455 0.569
N -1.31783 2.09364 2.43133 0.530 2.436 0.476
N -1.42147 4.38481 2.92457 0.836 0.192 -0.130
H -0.81129 1.35596 1.98993 0.052 -0.592 0.569
H -2.18232 1.93475 2.91346 -0.126 -0.544 -0.114
H -2.37574 4.40592 2.61631 -0.243 -0.717 -0.001
H -1.02662 5.30069 2.72582 0.506 -0.449 0.582
C -1.71612 6.70996 -0.87580 0.645 0.644 0.027
O -1.52853 7.67890 -0.15124 -0.660 -0.662 -0.366
N -1.00518 5.52451 -0.67013 -0.669 0.732 -0.494
N -2.53104 6.73271 -2.00465 0.785 -0.862 0.719
H -1.21212 4.78786 -1.30693 -0.085 -0.668 -0.061
H -0.74710 5.29876 0.27433 0.045 0.092 -0.097
H -3.04479 7.56853 -2.19881 0.025 0.136 -0.010
H -2.62454 5.88679 -2.56752 0.159 0.950 0.688